Here is the molecule C8H10O2 at a distorted geometry from the OMol25 dataset. Energies are from the ωB97M-V functional and the def2-TZVPD basis.

The value obtained for the orbital gap (alpha / beta) is 7.35 / 7.87 eV. For the LUMO energy (alpha / beta), the calculation gives -0.14 / -0.02 eV. The value obtained for the HOMO energy (alpha / beta) is -7.492 / -7.898 eV.

Geometry as ORCA input:
```
! wB97M-V def2-TZVPD RIJCOSX def2/J DEFGRID3
* xyz 0 1
C 0.72 1.56 0.02
C -1.48 1.02 -1.11
C -2.12 -0.69 0.89
C -0.76 1.80 -0.03
C 1.12 0.18 -0.38
C -0.62 -0.62 0.81
C -1.41 0.46 0.26
C 2.42 -1.70 -0.08
O 1.51 2.37 0.44
O 2.23 -0.33 0.17
H -2.46 1.39 -1.40
H -0.92 0.65 -1.95
H -2.70 -1.30 0.20
H -2.55 -0.63 1.88
H -1.10 2.76 0.31
H 0.80 -0.25 -1.32
H -0.09 -0.48 1.73
H 1.56 -2.26 0.30
H 3.32 -2.01 0.45
H 2.53 -1.90 -1.15
*
```



Here is a structure of composition C14H15N3O4PtSSi from the OMol25 dataset. Energies are from the ωB97M-V functional and the def2-TZVPD basis.

The value obtained for the orbital gap is 6.96 eV. For the LUMO energy, the calculation gives 4.69 eV. The value obtained for the HOMO energy is -2.266 eV.

Geometry as ORCA input:
```
! wB97M-V def2-TZVPD RIJCOSX def2/J DEFGRID3
* xyz -2 1
Pt -0.12 -0.74 -1.10
O -0.69 0.55 3.76
C -0.22 0.27 2.64
O -0.37 -0.77 1.97
C 0.70 1.36 2.05
C 1.63 1.92 2.92
C 2.50 2.92 2.52
C 2.44 3.41 1.23
C 1.51 2.87 0.35
C 0.65 1.84 0.73
S -0.59 1.37 -0.47
H 1.63 1.55 3.94
H 3.23 3.32 3.23
H 3.10 4.20 0.90
H 1.45 3.25 -0.66
N 1.95 1.30 -2.69
C 2.45 0.10 -2.29
O 1.92 -0.52 -1.33
C 3.62 -0.40 -2.94
C 4.19 -1.64 -2.57
N 4.69 -2.64 -2.27
C 4.22 0.34 -3.97
N 4.71 0.94 -4.84
H 2.24 1.65 -3.59
H 1.01 1.49 -2.38
C -2.36 -3.22 1.08
Si -3.01 -1.81 0.02
C -3.60 -0.43 1.13
C -4.53 -2.46 -0.90
O -1.98 -1.37 -1.16
H -3.13 -3.59 1.77
H -1.52 -2.83 1.67
H -2.02 -4.05 0.46
H -4.43 -0.79 1.76
H -3.96 0.42 0.55
H -2.80 -0.09 1.78
H -5.29 -2.84 -0.21
H -4.26 -3.27 -1.59
H -4.99 -1.66 -1.50
*
```



Here is a cluster of 2 separate species, CH5NS in total from the OMol25 dataset. Energies are from the ωB97M-V functional and the def2-TZVPD basis.

The SMILES is C=N.S. The value obtained for the orbital gap is 10.51 eV. For the LUMO energy, the calculation gives 1.14 eV. The value obtained for the HOMO energy is -9.374 eV.

Geometry as ORCA input:
```
! wB97M-V def2-TZVPD RIJCOSX def2/J DEFGRID3
* xyz 0 1
C 1.77 -0.83 -0.29
N 0.94 0.06 0.07
H 2.73 -0.59 -0.73
H 1.50 -1.88 -0.16
H 1.32 0.99 -0.11
S -2.37 0.45 0.02
H -2.23 1.01 1.23
H -3.66 0.79 -0.03
*
```



Short version: calculated total energy = -12546.5318 -49385.4329 -13442.3903 eV, in the order given.
Short version: relative energy (zero: lowest compared OMol25 entry of this formula, charge and spin) = 687.9 144.8 29.3 kJ/mol, in the order given.